A molecular structure, C25H40N2O2PmSe2Si. Source: the OMol25 dataset; level of theory: wB97M-V/def2-TZVPD.

Geometry as XYZ:
```
73
Properties=species:S:1:pos:R:3:lowdin_spin:R:1
Pm -15.023 -9.843 -3.183 4.098
Se -13.459 -9.559 -5.763 -0.009
C -15.260 -9.912 -6.130 -0.002
C -16.255 -9.026 -5.663 -0.002
C -17.628 -9.408 -5.653 0.000
C -18.019 -10.614 -6.136 -0.001
C -17.014 -11.459 -6.709 0.000
C -15.709 -11.112 -6.748 0.000
H -15.937 -8.048 -5.268 0.000
H -18.319 -8.670 -5.242 0.000
H -19.039 -10.973 -6.110 0.000
H -17.314 -12.458 -7.054 0.000
H -14.963 -11.755 -7.119 0.000
C -10.611 -9.579 -2.226 0.000
C -11.474 -9.706 -0.915 -0.002
C -10.570 -9.466 0.297 0.000
C -12.026 -11.146 -0.935 0.000
Si -13.020 -8.562 -1.073 -0.008
C -12.437 -6.799 -1.611 -0.002
C -13.421 -5.663 -1.462 0.000
C -12.106 -6.791 -3.107 0.000
C -11.074 -6.341 -0.888 -0.001
C -13.849 -8.473 0.751 -0.001
C -14.090 -9.930 1.189 0.000
C -13.121 -7.743 1.870 0.000
C -15.183 -7.818 0.613 0.000
H -9.797 -10.375 -2.221 0.000
H -10.056 -8.657 -2.370 0.000
H -11.239 -9.822 -3.096 0.000
H -9.806 -10.250 0.353 0.000
H -11.029 -9.411 1.279 0.000
H -9.967 -8.575 0.175 0.000
H -11.180 -11.834 -1.056 0.000
H -12.769 -11.295 -1.744 0.001
H -12.414 -11.358 0.030 0.000
H -14.332 -5.753 -2.106 0.000
H -12.967 -4.696 -1.782 0.000
H -13.733 -5.453 -0.415 0.000
H -13.015 -7.008 -3.675 0.000
H -11.341 -7.504 -3.481 0.000
H -11.707 -5.814 -3.376 0.000
H -11.121 -6.466 0.195 0.000
H -10.770 -5.262 -1.128 0.000
H -10.239 -6.906 -1.228 0.000
H -13.184 -10.383 1.550 0.000
H -14.413 -10.534 0.327 0.001
H -14.825 -9.996 1.948 0.000
H -12.281 -8.320 2.217 0.000
H -13.816 -7.646 2.697 0.000
H -12.783 -6.727 1.579 0.000
H -15.811 -8.464 0.001 0.000
H -15.138 -6.881 0.136 0.000
H -15.778 -7.762 1.602 0.000
O -17.546 -3.048 1.662 0.000
C -16.649 -3.416 0.610 0.000
N -16.847 -4.786 0.131 0.000
C -17.986 -5.052 -0.569 0.000
O -18.937 -4.267 -0.587 0.000
C -18.077 -6.364 -1.228 0.000
C -19.329 -7.006 -1.267 0.000
C -19.405 -8.292 -1.794 0.000
C -18.242 -8.947 -2.192 0.001
N -17.040 -8.354 -2.220 -0.004
C -16.976 -7.122 -1.731 0.000
H -18.259 -2.580 1.238 0.000
H -15.653 -3.403 1.066 0.000
H -16.748 -2.720 -0.186 0.000
H -16.409 -5.574 0.607 0.000
H -20.203 -6.510 -0.840 0.000
H -20.396 -8.793 -1.749 0.000
H -18.245 -10.016 -2.530 0.000
H -15.994 -6.718 -1.704 0.000
Se -16.017 -12.083 -2.569 -0.070
```

Output
Charge: -1
2S+1: 5
Expectation value of S²: 6.013
DFT total energy (hartree): -6937.38621
Molecular weight (g mol⁻¹): 731.6